Here is a molecular structure, C18H12AuN2O4 from the Open Molecules 2025 dataset. Energies are from the ωB97M-V functional and the def2-TZVPD basis.

Cartesian coordinates (Å):
Au (0.301199, 0.423095, -0.161994)
O (2.185769, -2.278349, 3.429721)
C (1.614016, -1.577951, 2.453330)
O (0.920042, -0.610767, 2.623693)
C (1.902909, -2.154985, 1.097709)
C (2.617233, -3.326597, 0.934914)
C (2.706017, -3.892073, -0.332682)
C (2.005296, -3.315530, -1.372157)
C (1.307882, -2.142061, -1.126256)
N (1.325079, -1.532707, 0.057218)
C (0.345934, -1.596175, -2.150934)
O (0.205844, -2.150602, -3.204970)
O (-0.322106, -0.525069, -1.788302)
H (1.923771, -1.892024, 4.281661)
H (3.069942, -3.799465, 1.793108)
H (3.268134, -4.803364, -0.483873)
H (1.948565, -3.750326, -2.359950)
C (3.006520, 2.658006, 2.366437)
C (2.385591, 3.899859, 2.411909)
C (1.187475, 4.085712, 1.747823)
C (0.612381, 3.027139, 1.061741)
N (1.206739, 1.806906, 1.077036)
C (2.382604, 1.635914, 1.687222)
C (-0.603613, 3.101123, 0.237655)
C (-1.455414, 4.195697, 0.154584)
C (-2.593400, 4.117270, -0.635717)
C (-2.887477, 2.956186, -1.338352)
C (-2.041766, 1.851405, -1.272444)
C (-0.914925, 1.949950, -0.489816)
H (3.957000, 2.480457, 2.846735)
H (2.845659, 4.722222, 2.942683)
H (0.705258, 5.051679, 1.735738)
H (2.826004, 0.656201, 1.617925)
H (-1.246466, 5.102847, 0.705802)
H (-3.257803, 4.967626, -0.701087)
H (-3.779681, 2.906455, -1.947725)
H (-2.248736, 0.953901, -1.839148)

Cartesian forces (eV/Å) of the 6 atoms listed first:
0.71 -0.16 0.08
0.03 0.03 0.05
0.02 0.03 -0.05
-0.03 -0.11 0.08
0.07 0.07 -0.03
-0.03 0.01 0.02

E_LUMO: -4.02 eV
Relative energy (zero: lowest compared OMol25 entry of this formula, charge and spin): 0.0000 eV
HOMO level: -12.23 eV
Charge: +1
Total energy: -33717.6858 eV
Frontier orbital gap: 8.2 eV

Calculated atomic charges, method Mulliken, unit e: Au 1.37; O -0.45; C 0.19; O -0.52; C 0.40; C -0.48; C -0.33; C -0.54; C 0.49; N -0.37; C 0.32; O -0.58; O -0.67; H 0.39; H 0.51; H 0.46; H 0.52; C -0.99; C -0.38; C -0.69; C 1.27; N -0.33; C 0.16; C -0.48; C -0.66; C -0.73; C -0.62; C -0.25; C 0.72; H 0.41; H 0.45; H 0.35; H 0.41; H 0.33; H 0.41; H 0.41; H 0.48